ORCA calculation (ωB97M-V/def2-TZVPD) on a 10-piece molecular cluster, C42H102N10O6 overall.

Structure (XYZ):
```
160
Properties=species:S:1:pos:R:3:forces:R:3:lowdin_spin:R:1
C 1.166 -2.895 -0.573 0.02 0.01 0.34 0.0013
C 1.607 -1.498 -0.977 -0.85 0.61 0.69 0.0006
N 1.289 -0.453 0.013 1.54 0.46 -0.18 0.0011
C 1.833 0.864 -0.501 0.02 -1.60 1.21 0.0029
C 1.837 1.926 0.605 -1.31 0.37 -0.19 0.0077
C -0.042 -0.400 0.610 -0.30 0.27 -0.89 0.0029
C -1.223 -0.146 -0.409 0.71 0.01 1.44 0.0017
H 2.037 -3.537 -0.440 -0.18 -0.27 -0.56 0.0002
H 0.447 -3.203 -1.332 0.25 -0.80 0.19 0.0001
H 0.680 -2.963 0.400 -0.19 0.37 -0.05 0.0009
H 2.671 -1.482 -1.212 0.05 0.24 0.23 0.0003
H 1.085 -1.263 -1.905 -0.08 0.18 -0.55 0.0002
H 2.857 0.663 -0.818 0.19 -0.14 0.18 0.0009
H 1.334 1.063 -1.449 -0.44 0.91 0.00 0.0007
H 0.820 2.196 0.888 -0.36 0.17 -0.38 0.0012
H 2.174 1.584 1.583 0.72 -0.36 -0.29 0.0063
H 2.290 2.883 0.344 0.41 -0.20 -0.20 0.0019
H 0.026 0.414 1.332 -0.37 0.10 -0.07 0.0031
H -0.218 -1.272 1.239 -0.01 -0.23 -0.28 0.0006
H -0.952 0.756 -0.958 -0.23 -0.22 -0.51 0.0002
H -2.153 0.071 0.116 0.07 0.13 0.22 0.0008
H -1.466 -1.020 -1.013 0.43 0.13 -0.34 0.0001
C -0.704 3.542 3.075 -0.44 1.62 -0.48 0.0585
C -1.006 5.097 3.273 0.27 -1.05 -0.87 0.0488
N -0.788 5.942 2.040 -0.62 0.35 1.37 0.0027
C -1.056 7.385 2.230 -2.33 -0.67 0.20 0.0134
C -2.597 7.555 2.317 -0.53 0.46 -0.28 0.0056
C 0.481 5.756 1.474 1.76 -1.17 -0.76 0.0086
C 0.627 6.264 0.055 -0.40 -0.30 -0.63 0.0091
H -1.400 3.000 3.715 0.06 -0.17 -0.12 0.0278
H 0.314 3.239 3.321 0.03 0.24 0.12 0.0315
H -0.864 3.308 2.022 -0.16 -0.41 0.12 0.0014
H -2.063 5.185 3.520 0.08 0.15 0.16 0.0070
H -0.396 5.330 4.146 0.05 0.88 0.05 0.0314
H -0.541 7.839 3.076 0.13 -0.16 0.31 0.0091
H -0.820 8.007 1.366 0.60 -0.65 -0.24 0.0011
H -3.126 6.894 1.630 0.45 -0.49 -0.11 0.0003
H -3.118 7.421 3.264 0.49 0.03 0.30 0.0026
H -2.908 8.519 1.914 0.19 0.43 0.37 0.0005
H 0.656 4.681 1.424 -0.03 -0.21 -0.12 0.0023
H 1.332 6.070 2.077 0.15 0.57 0.40 0.0100
H -0.293 6.072 -0.496 -0.32 0.09 0.13 0.0002
H 1.358 5.637 -0.456 0.46 0.44 -0.01 0.0011
H 0.821 7.327 -0.086 0.34 -0.08 0.22 0.0044
C 3.293 -6.150 -1.643 0.41 -0.91 0.72 0.0010
C 3.745 -7.507 -0.988 -0.78 0.61 -1.44 0.0002
N 2.779 -8.023 -0.029 1.08 1.46 0.32 0.0001
C 2.771 -9.531 -0.024 -0.65 1.82 0.72 0.0000
C 1.798 -9.984 -1.115 -0.08 -0.41 1.27 0.0000
C 2.964 -7.193 1.215 -1.67 -2.11 0.84 0.0005
C 1.868 -7.592 2.184 -0.40 -0.84 1.09 0.0013
H 2.433 -6.375 -2.274 -0.04 0.36 0.06 0.0001
H 4.094 -5.693 -2.224 0.06 -0.27 -0.24 0.0009
H 3.057 -5.401 -0.888 -0.29 -0.19 -0.02 0.0002
H 3.779 -8.231 -1.802 0.31 -0.03 -0.14 0.0000
H 4.754 -7.404 -0.590 0.27 -0.07 0.30 0.0001
H 3.764 -9.978 -0.078 0.32 0.11 -0.47 0.0000
H 2.401 -9.894 0.936 -0.24 0.24 0.04 0.0000
H 1.511 -10.985 -0.794 0.33 -0.61 -0.91 0.0000
H 0.845 -9.472 -0.983 0.26 0.55 -0.27 0.0000
H 2.190 -9.878 -2.126 -0.21 -0.28 0.09 0.0000
H 2.747 -6.125 1.179 0.68 0.04 -1.39 0.0003
H 3.926 -7.380 1.692 0.38 0.22 -0.09 0.0001
H 2.011 -8.591 2.596 0.00 -0.24 -0.16 0.0000
H 0.881 -7.580 1.720 0.07 0.10 -0.20 0.0002
H 1.799 -6.982 3.085 0.21 0.41 -0.14 0.0011
C -8.667 -0.249 -1.590 0.38 -0.33 -0.89 0.0007
C -7.628 -1.218 -2.135 0.70 -0.83 -0.65 0.0002
N -6.385 -0.662 -2.714 0.87 -0.11 -0.39 0.0001
C -5.619 0.199 -1.818 -1.80 0.11 1.68 0.0005
C -4.815 -0.587 -0.811 1.01 -0.05 -0.41 0.0020
C -6.398 0.007 -4.042 0.31 -0.47 0.82 0.0002
C -6.989 -0.813 -5.120 -1.97 -0.33 -0.56 0.0001
H -8.409 0.159 -0.613 0.00 0.15 -0.22 0.0005
H -9.628 -0.760 -1.525 -0.06 0.14 0.03 0.0000
H -8.694 0.500 -2.382 -0.56 0.60 0.45 0.0000
H -7.420 -2.006 -1.411 0.67 0.36 0.51 0.0001
H -8.001 -1.878 -2.918 -0.63 0.41 -0.28 0.0000
H -6.344 0.745 -1.214 -0.28 0.57 0.05 0.0003
H -5.080 0.994 -2.333 0.43 -0.51 -0.06 0.0000
H -4.451 0.055 -0.009 0.33 0.14 -0.27 0.0016
H -4.010 -1.016 -1.408 0.46 -0.12 0.68 0.0000
H -5.299 -1.410 -0.285 -0.55 0.00 -0.38 0.0009
H -6.866 0.981 -3.899 0.04 0.36 -0.55 0.0000
H -5.360 0.082 -4.366 0.21 0.76 0.63 0.0001
H -7.988 -1.096 -4.788 -0.04 -0.77 -0.05 0.0000
H -7.267 -0.266 -6.021 0.66 0.34 -0.12 0.0000
H -6.372 -1.670 -5.391 -0.21 -0.09 0.16 0.0000
C -2.903 -2.114 -3.805 0.21 0.20 -0.49 0.0009
C -3.599 -3.336 -3.246 1.31 -1.53 0.12 0.0002
O -3.007 -4.418 -3.209 -0.18 0.37 0.01 0.0002
N -4.857 -3.209 -2.810 -0.69 -1.10 0.88 0.0000
C -5.541 -4.320 -2.037 0.74 0.80 -0.77 0.0005
H -2.634 -1.357 -3.069 -0.59 0.12 0.12 0.0001
H -3.505 -1.710 -4.619 -0.13 0.44 0.17 0.0001
H -1.939 -2.359 -4.252 -0.17 -0.57 0.05 0.0004
H -5.223 -2.268 -2.818 -0.79 0.19 0.24 0.0000
H -5.931 -5.101 -2.690 -0.12 0.26 -0.29 0.0000
H -6.352 -3.915 -1.431 0.12 0.14 -0.20 0.0001
H -4.851 -4.857 -1.385 0.29 0.42 0.00 0.0002
C -2.089 -1.317 7.821 -0.54 1.77 0.86 0.0207
C -2.291 -1.435 6.350 -1.15 -3.46 0.27 0.0246
O -3.233 -2.118 5.898 1.16 1.34 0.43 0.0031
N -1.286 -0.998 5.593 0.10 0.76 0.15 0.0136
C -1.373 -1.169 4.196 0.44 0.54 -1.78 0.0252
H -2.595 -2.056 8.443 0.11 -0.12 -0.49 0.0006
H -2.598 -0.369 7.997 -0.41 0.23 0.60 0.0077
H -1.092 -1.078 8.191 0.23 -0.52 -0.40 0.0049
H -0.801 -0.158 5.874 0.24 -0.21 0.35 0.0405
H -0.407 -0.854 3.802 0.09 -0.33 -0.26 0.0098
H -2.091 -0.495 3.730 -0.36 -0.04 -0.03 0.0072
H -1.613 -2.188 3.891 0.11 0.06 0.27 0.0014
C 4.332 -1.393 2.155 1.52 0.99 -0.24 0.0074
C 4.664 -0.210 3.061 -1.32 -0.76 1.64 0.0169
O 4.720 -0.435 4.265 0.60 0.49 0.03 0.0134
N 4.762 1.029 2.535 0.10 1.23 0.27 0.0042
C 4.992 2.312 3.342 0.76 -1.87 -1.65 0.0713
H 3.261 -1.470 1.965 0.16 -0.06 -0.12 0.0008
H 4.791 -2.258 2.634 -0.56 -0.07 0.12 0.0010
H 4.939 -1.224 1.266 -0.55 -0.23 -0.67 0.0012
H 4.418 1.106 1.588 0.25 0.30 0.06 0.0014
H 4.089 2.717 3.797 0.14 -0.17 0.11 0.0334
H 5.450 2.998 2.630 -0.51 0.15 -0.09 0.0105
H 5.829 2.121 4.014 -0.56 -0.20 0.50 0.0096
C 4.315 5.482 1.933 0.66 -0.72 -0.05 0.0879
C 4.764 5.785 0.486 -0.92 -0.67 -0.46 0.0295
O 4.274 5.325 -0.525 -1.73 -1.14 0.02 0.0052
N 5.761 6.636 0.313 2.37 1.45 0.82 0.0117
C 6.242 7.110 -1.003 -0.90 -0.39 0.07 0.0338
H 4.046 6.326 2.569 -0.56 0.25 -0.60 0.0371
H 5.090 5.040 2.558 0.73 0.10 -0.40 0.0205
H 3.603 4.657 1.940 -0.54 0.51 -0.23 0.0061
H 6.305 6.703 1.161 0.45 0.79 -0.36 0.0241
H 7.289 6.929 -1.247 0.09 0.02 0.64 0.0055
H 5.981 8.158 -1.152 0.29 0.14 0.26 0.0042
H 5.683 6.587 -1.779 -0.08 -0.19 0.28 0.0009
C 3.648 -0.485 -4.314 -0.04 -0.03 -0.52 0.0081
C 4.968 -0.528 -3.520 -1.78 0.28 0.26 0.0059
O 4.942 -0.555 -2.301 0.83 -0.27 -0.41 0.0048
N 6.052 -0.527 -4.338 2.05 -0.48 0.83 0.0020
C 7.501 -0.617 -3.848 -1.42 0.20 -0.76 0.0130
H 3.006 -1.360 -4.206 0.59 -0.50 0.24 0.0006
H 3.885 -0.402 -5.374 -0.32 0.10 -0.12 0.0013
H 2.932 0.290 -4.038 0.61 0.49 0.24 0.0016
H 5.882 -0.214 -5.284 0.27 -0.26 0.20 0.0021
H 8.130 -1.154 -4.558 -0.36 0.12 -0.44 0.0014
H 7.600 -1.215 -2.942 -0.56 0.48 0.18 0.0010
H 7.891 0.396 -3.749 0.08 -0.15 0.38 0.0032
C -1.244 3.940 -2.299 -2.21 -0.81 -0.39 0.0043
C -2.441 3.434 -1.435 0.70 -1.47 -1.06 0.0008
O -3.362 2.756 -1.920 0.81 0.95 0.35 0.0005
N -2.336 3.702 -0.148 2.22 1.64 1.61 0.0009
C -3.244 3.336 0.855 -2.27 -1.32 0.24 0.0108
H -0.510 4.597 -1.834 -0.31 -0.14 -0.22 0.0004
H -1.888 4.353 -3.076 0.66 1.05 -0.34 0.0005
H -0.824 3.099 -2.851 0.35 -0.18 0.53 0.0011
H -1.551 4.226 0.213 0.19 0.22 -0.54 0.0002
H -3.125 3.581 1.911 0.97 0.90 -0.47 0.0053
H -3.244 2.247 0.902 -0.76 -0.25 -0.20 0.0022
H -4.192 3.767 0.534 -0.55 -0.63 0.35 0.0016
```
Positions in Å, forces in eV/Å.

## Properties
* calculated total energy: -72390.911 eV
* Kohn-Sham gap (spin up / spin down): 1.51 / 7.95 eV
* <S²>: 0.75
* 2S+1: 2
* HOMO (spin up / spin down): 0.536 / -5.948 eV
* net charge: -1